## A
{"formula": "C5H8N2O2", "method": "wB97M-V/def2-TZVPD", "elements": ["O", "O", "N", "N", "C", "C", "C", "C", "C", "H", "H", "H", "H", "H", "H", "H", "H"], "positions_angstrom": [[-0.2254, -0.7500, 1.5541], [2.6067, 0.0699, -0.6767], [-0.8803, 1.4668, 0.4024], [-1.9260, 0.7820, -0.2096], [-1.7777, -0.4083, -0.6993], [1.6201, 0.1652, 0.3030], [0.3538, 0.8334, -0.1250], [-0.5649, -1.4017, -0.7594], [0.3716, -0.6401, 0.2696], [2.1281, 0.1914, 1.3329], [-0.1983, -1.3499, -1.7785], [-0.0178, -1.6258, 1.8946], [-2.6992, -0.7319, -1.1310], [-0.9534, -2.4358, -0.5600], [2.8838, 0.9319, -0.9921], [0.4100, 0.9919, -1.2049], [-0.9759, 2.4372, 0.1361]], "homo_energy_ha": -0.3279, "spin_multiplicity": 1, "smiles": "O[C@H]1[C@@H]2NN=CC[C@@]12O"}

---

## B
{"formula": "C5H8N2O2", "method": "wB97M-V/def2-TZVPD", "elements": ["O", "O", "N", "N", "C", "C", "C", "C", "C", "H", "H", "H", "H", "H", "H", "H", "H"], "positions_angstrom": [[-0.3555, -1.2096, -0.7136], [-2.4692, 0.7977, -0.2631], [1.7379, -0.6390, 0.9211], [4.7078, 0.8389, -0.1623], [-1.2420, 0.8045, 0.3369], [3.7154, 0.2804, -0.2321], [1.2007, 0.3887, 0.0941], [2.4588, -0.4183, -0.3523], [-0.1079, 0.2034, -0.5748], [-0.0547, 0.6786, -1.6438], [-0.9756, -1.1644, -1.4913], [-1.1642, 0.2369, 1.3788], [-3.0992, 1.0520, 0.3388], [1.3163, 1.4122, 0.4855], [2.6333, -1.1410, -1.1752], [-0.8919, 1.8321, 0.4758], [1.1241, -1.4836, 0.7488]], "homo_energy_ha": -0.3674, "spin_multiplicity": 1, "smiles": "N#C[C@H]1N[C@@H]1[C@@H](O)CO"}

---

Most stable of them? B.

---

## A
{"formula": "C3H5OP", "method": "wB97M-V/def2-TZVPD", "elements": ["P", "O", "C", "C", "C", "H", "H", "H", "H", "H"], "positions_angstrom": [[1.3409, -1.3040, 0.9363], [2.7694, -1.0461, 0.7457], [0.3342, -0.1251, 0.1696], [0.1589, 1.2550, -0.2489], [-1.5282, -1.1148, 0.0684], [-0.2068, 1.6080, -1.2601], [-2.2133, -0.4625, -0.4538], [1.2410, 1.5417, -0.3658], [-1.5727, -2.2543, -0.0558], [-0.3235, 1.9021, 0.4646]], "homo_energy_ha": [-0.3397, -0.3475], "spin_multiplicity": 1}

---

## B
{"formula": "C3H5OP", "method": "wB97M-V/def2-TZVPD", "elements": ["P", "O", "C", "C", "C", "H", "H", "H", "H", "H"], "positions_angstrom": [[-0.6322, 1.1312, 0.4579], [1.3850, -0.7717, 1.6303], [1.4912, -0.5392, -0.7846], [0.9686, -0.3460, 0.5888], [-2.3386, 0.9168, 0.5163], [0.9312, -1.5049, -1.1637], [-2.9748, 1.8011, 0.3173], [1.4210, 0.3065, -1.5496], [2.4972, -0.9174, -0.9073], [-2.7486, -0.0764, 0.8946]], "homo_energy_ha": -0.3072, "spin_multiplicity": 1, "smiles": "C=PC(C)=O"}

---

Most stable of them? B.

---

## A
{"formula": "C4H11N2S", "method": "wB97M-V/def2-TZVPD", "elements": ["S", "N", "N", "C", "C", "C", "C", "H", "H", "H", "H", "H", "H", "H", "H", "H", "H", "H"], "positions_angstrom": [[-3.7049, -0.7917, 0.0705], [-2.1515, -0.0191, -0.1347], [-0.9594, 2.0572, 0.0655], [0.6443, -0.7970, 1.2192], [1.4543, -0.1732, 0.4212], [2.0943, -0.8111, -0.7731], [-2.0572, 1.3114, -0.1645], [0.6001, -0.6037, 2.2316], [1.8682, -1.9214, -1.0512], [1.7388, -0.2664, -1.6693], [-1.3780, -0.6716, 0.2115], [-1.0618, 3.0615, 0.3125], [1.9684, 0.7387, 0.6991], [-3.3983, -1.9870, -0.7960], [-0.2223, 1.4721, 0.4967], [0.0707, -1.7313, 0.7375], [3.1236, -0.6891, -0.4576], [-2.9161, 1.7124, -0.6787]], "charge": 1, "homo_energy_ha": -0.5021, "spin_multiplicity": 1}

---

## B
{"formula": "C4H11N2S", "method": "wB97M-V/def2-TZVPD", "elements": ["S", "N", "N", "C", "C", "C", "C", "H", "H", "H", "H", "H", "H", "H", "H", "H", "H", "H"], "positions_angstrom": [[2.9442, -0.4982, 0.4700], [-0.3171, -0.9492, 0.4845], [0.8758, 1.3690, -0.3992], [1.5647, 0.0368, -0.4955], [-1.1059, 0.2018, 0.2096], [-0.6852, -2.0817, -0.2801], [-0.2275, 1.4278, 0.6253], [0.1234, -2.8410, -0.1123], [0.4134, 1.4616, -1.3206], [3.1828, 0.6933, 0.9208], [-0.8988, -1.8866, -1.3596], [-1.5902, -2.5025, 0.2278], [-2.0532, 0.1729, 0.7062], [0.1841, 1.2927, 1.7024], [1.4518, 2.2355, 0.0093], [-0.7298, 2.4600, 0.6910], [-1.2336, 0.3684, -0.8798], [1.5267, -0.5240, -1.4716]], "charge": 1, "homo_energy_ha": [-0.4762, -0.4553], "spin_multiplicity": 1}

---

## C
{"formula": "C4H11N2S", "method": "wB97M-V/def2-TZVPD", "elements": ["S", "N", "N", "C", "C", "C", "C", "H", "H", "H", "H", "H", "H", "H", "H", "H", "H", "H"], "positions_angstrom": [[1.9938, -1.5123, 0.9519], [2.6539, 1.1634, 0.3185], [0.2946, 0.6952, 0.4020], [-1.9149, 0.3004, -0.4055], [1.4824, 0.3565, 1.0350], [-2.2717, -0.9330, -1.2107], [-0.7811, 0.0185, 0.4011], [-2.7934, 0.6276, 0.2101], [-3.0578, -0.7275, -2.0073], [1.5110, 0.5888, 2.0449], [1.0904, -1.6483, -0.1574], [2.0154, 1.5403, -0.4739], [-1.6009, 1.1582, -0.9728], [3.3398, 0.5934, -0.0203], [2.9214, 1.9040, 0.9984], [-0.8521, -0.9503, 0.9797], [-1.3716, -1.4526, -1.6423], [-2.6590, -1.7224, -0.4513]], "charge": 1, "homo_energy_ha": -0.5161, "spin_multiplicity": 1, "smiles": "CC/C=N/[C@H]([NH3+])S"}

---

Most stable of them? C.

---

## A
{"formula": "C4H11N2S", "method": "wB97M-V/def2-TZVPD", "elements": ["S", "N", "N", "C", "C", "C", "C", "H", "H", "H", "H", "H", "H", "H", "H", "H", "H", "H"], "positions_angstrom": [[2.7898, -0.8080, -0.5106], [-0.9407, -0.8621, -0.0546], [0.8476, 0.8259, 0.6642], [0.2072, 1.1347, -0.3605], [-0.2267, 1.8283, -1.2905], [-2.4169, -0.9840, -0.0354], [2.1689, 0.3151, 0.8216], [-0.8012, -1.3635, 0.6947], [-2.7891, -0.2271, 0.5616], [-2.8409, -1.8632, 0.2252], [0.4801, 1.1047, 1.5967], [-2.9213, -0.9270, -1.0004], [0.2006, 2.8273, -1.4692], [2.0964, -0.2771, 1.7731], [-0.4136, -1.6065, -0.4396], [-0.9042, 1.7356, -2.0432], [2.8965, 1.1817, 0.8420], [2.5673, -2.0348, 0.0249]], "charge": 1, "homo_energy_ha": -0.5004, "spin_multiplicity": 1}

---

## B
{"formula": "C4H11N2S", "method": "wB97M-V/def2-TZVPD", "elements": ["S", "N", "N", "C", "C", "C", "C", "H", "H", "H", "H", "H", "H", "H", "H", "H", "H", "H"], "positions_angstrom": [[-3.0007, -0.7803, 0.3155], [2.5726, -1.2694, 0.0972], [0.0466, -1.2833, 0.2773], [2.0290, 0.0327, 0.2845], [0.5816, -0.1474, 0.1731], [-2.6465, 0.7432, -0.6869], [-2.2762, 1.8844, -0.1292], [0.6569, -2.1009, 0.3361], [-2.7133, 0.5319, -1.7414], [-2.0092, 1.6862, 0.9263], [-3.5673, -1.5344, -0.4710], [2.5689, -1.6632, -0.9358], [2.0864, 0.4784, 1.2967], [-2.0969, 2.6800, -0.7971], [-0.9220, -1.4803, 0.4766], [-0.0609, 0.7094, 0.1755], [3.4914, -1.4902, 0.4502], [2.3145, 0.7933, -0.3907]], "charge": 1, "homo_energy_ha": -0.4730, "spin_multiplicity": 1}

---

Most stable of them? B.